A.
Formula: C2H9N2S2
Source: the Open Molecules 2025 dataset
Level of theory: ωB97M-V with the def2-TZVPD basis set

Properties
HOMO-LUMO gap ... 0.38743 Eh
Net charge ... +1

```
15
Properties=species:S:1:pos:R:3:nbo_charge:R:1
C -0.83 -0.57 -0.77 -0.630
C 0.33 0.10 -0.12 0.183
N 1.56 -0.35 -0.58 -0.826
N 0.11 -0.44 1.48 -0.760
S -2.39 -0.05 0.10 -0.021
S 0.14 1.90 0.02 0.031
H -0.92 -1.72 -0.80 0.276
H -1.00 -0.23 -1.89 0.299
H 2.24 0.32 -0.71 0.404
H 1.46 -1.14 -1.25 0.412
H 0.08 -1.43 1.39 0.432
H -0.64 0.12 1.67 0.438
H 0.83 -0.09 2.11 0.433
H -2.37 1.29 -0.28 0.165
H 1.37 2.31 -0.36 0.162
```

B.
Formula: C2H9N2S2
Source: the Open Molecules 2025 dataset
Level of theory: ωB97M-V with the def2-TZVPD basis set

Properties
HOMO-LUMO gap ... 0.31047 Eh
Net charge ... +1

```
15
Properties=species:S:1:pos:R:3:nbo_charge:R:1
C -2.42 2.07 -1.63 -0.747
S -1.77 1.42 -0.07 0.115
S -1.10 -0.49 -0.64 -0.218
H -3.48 1.84 -1.71 0.231
H -1.93 1.64 -2.50 0.243
H -2.31 3.15 -1.57 0.245
H -2.32 -1.04 -0.73 0.181
N 2.42 -2.04 0.76 -0.695
C 1.96 -1.11 1.57 0.404
N 1.30 -0.06 1.16 -0.709
H 2.13 -2.20 -0.20 0.430
H 2.97 -2.80 1.11 0.432
H 2.50 -1.04 2.51 0.229
H 1.37 0.85 1.57 0.448
H 0.70 -0.20 0.36 0.410
```

Energy relative to the most stable one, in hartree: A 0.0391; B 0.0000

A.
Formula: C7H10N2O
Source: the Open Molecules 2025 dataset
Level of theory: ωB97M-V with the def2-TZVPD basis set

Properties
HOMO-LUMO gap ... 0.32282 Eh

```
20
Properties=species:S:1:pos:R:3:nbo_charge:R:1
C 6.18 -0.49 1.62 -0.643
C 4.92 0.28 1.36 0.141
C 4.46 0.91 0.22 -0.300
C 3.11 1.31 0.49 -0.102
C 1.92 0.95 -0.37 -0.517
C 1.72 1.87 -1.51 0.280
N 1.09 2.42 -2.33 -0.319
C 3.03 1.37 1.87 -0.050
N 4.01 0.54 2.35 -0.520
H 5.97 -1.45 2.12 0.219
H 6.69 -0.69 0.68 0.233
H 6.86 0.08 2.27 0.221
H 4.91 0.82 -0.77 0.221
H 2.08 -0.04 -0.82 0.250
H 1.00 0.94 0.22 0.259
H 2.22 1.72 2.52 0.209
H 4.03 0.14 3.28 0.414
O -0.12 -1.96 -0.87 -0.976
H 0.58 -1.83 -0.21 0.481
H -0.31 -1.19 -1.57 0.498
```

B.
Formula: C7H10N2O
Source: the Open Molecules 2025 dataset
Level of theory: ωB97M-V with the def2-TZVPD basis set

Properties
HOMO-LUMO gap ... 0.33708 Eh

```
20
Properties=species:S:1:pos:R:3:nbo_charge:R:1
C 0.98 1.80 -0.32 0.079
C 2.08 2.48 -0.33 0.290
C -3.86 2.35 0.55 0.075
C -0.43 -1.62 -0.98 -0.606
C -0.07 0.24 1.48 -0.643
C 0.78 -0.64 -0.76 -0.408
C 0.39 0.54 0.10 0.232
N 3.11 3.13 -0.01 -0.607
N -4.94 2.15 0.23 -0.300
O -0.34 1.63 -0.59 -0.449
H -2.90 2.27 0.93 0.222
H 0.02 -2.36 -1.60 0.216
H -1.23 -0.99 -1.38 0.218
H -0.61 -2.02 0.06 0.196
H 0.34 0.84 2.27 0.242
H -1.19 0.42 1.49 0.226
H 0.06 -0.92 1.58 0.226
H 1.09 -0.35 -1.71 0.217
H 1.56 -1.34 -0.31 0.215
H 3.91 3.01 -0.55 0.357
```

Energy relative to the most stable one, in hartree: A 0.0000; B 0.1001

A.
Formula: C2ClO4
Source: the Open Molecules 2025 dataset
Level of theory: ωB97M-V with the def2-TZVPD basis set

Properties
HOMO-LUMO gap ... 0.31293 Eh
Net charge ... -1

```
7
Properties=species:S:1:pos:R:3:nbo_charge:R:1
C 0.88 0.63 -0.03 0.733
C -0.49 -0.25 0.01 0.408
O 0.87 1.60 0.67 -0.710
O 1.74 0.05 -0.71 -0.730
O -0.45 -1.48 -0.47 -0.252
O -0.48 -1.27 0.91 -0.265
Cl -2.06 0.72 -0.37 -0.183
```

B.
Formula: C2ClO4
Source: the Open Molecules 2025 dataset
Level of theory: ωB97M-V with the def2-TZVPD basis set

Properties
HOMO-LUMO gap ... 0.32256 Eh
Net charge ... -1

```
7
Properties=species:S:1:pos:R:3:nbo_charge:R:1
C -0.44 1.09 -1.13 0.985
C 0.25 -0.91 1.48 1.062
O 1.41 -0.71 1.60 -0.566
O -0.92 1.35 -2.15 -0.600
O -0.78 -1.34 1.60 -0.529
O 0.09 1.47 -0.13 -0.650
Cl 0.38 -0.96 -1.26 -0.702
```

Energy relative to the most stable one, in hartree: A 0.1885; B 0.0000

A.
Formula: C4H12NOS
Source: the Open Molecules 2025 dataset
Level of theory: ωB97M-V with the def2-TZVPD basis set

Properties
HOMO-LUMO gap ... 0.39064 Eh
Net charge ... +1

```
19
Properties=species:S:1:pos:R:3:nbo_charge:R:1
C 1.64 0.59 0.07 -0.432
C 1.25 -1.79 0.00 -0.430
C -1.14 0.93 -1.63 -0.808
C -1.50 0.59 1.47 -0.880
N 0.67 -0.44 0.14 -0.671
O -1.49 -1.37 -0.29 -0.882
S -0.92 -0.09 -0.12 2.012
H 2.35 0.43 1.03 0.231
H 2.22 0.72 -0.80 0.221
H 1.19 1.57 0.28 0.207
H 1.89 -1.96 -0.84 0.219
H 1.82 -2.13 0.88 0.232
H 0.53 -2.58 -0.05 0.254
H -0.89 0.21 -2.44 0.295
H -0.60 1.86 -1.50 0.266
H -2.12 1.29 -1.70 0.276
H -0.62 0.43 2.18 0.292
H -2.48 0.08 1.85 0.320
H -1.81 1.67 1.48 0.280
```

B.
Formula: C4H12NOS
Source: the Open Molecules 2025 dataset
Level of theory: ωB97M-V with the def2-TZVPD basis set

Properties
HOMO-LUMO gap ... 0.36362 Eh
Net charge ... +1

```
19
Properties=species:S:1:pos:R:3:nbo_charge:R:1
C 0.64 -0.07 2.04 -0.613
C 0.39 1.41 -0.70 -0.698
C -0.73 0.01 1.33 -0.498
C -0.74 0.65 -0.04 0.579
N -1.85 0.43 -0.67 -0.645
O 0.15 -1.25 -1.14 -1.027
S 0.91 -2.12 -2.04 0.948
H 0.40 -0.54 2.96 0.241
H 1.39 -0.55 1.45 0.223
H 1.02 0.89 2.37 0.224
H 1.25 0.78 -0.63 0.272
H 0.18 1.76 -1.73 0.248
H 0.73 2.32 -0.03 0.275
H -1.11 -1.04 1.22 0.263
H -1.65 0.46 1.81 0.258
H -2.67 0.04 -0.36 0.420
H 1.93 -2.56 -1.25 0.062
H -1.99 0.86 -1.66 0.419
H 1.75 -1.49 -2.94 0.051
```

C.
Formula: C4H12NOS
Source: the Open Molecules 2025 dataset
Level of theory: ωB97M-V with the def2-TZVPD basis set

Properties
HOMO-LUMO gap ... 0.26132 Eh
Net charge ... +1

```
19
Properties=species:S:1:pos:R:3:nbo_charge:R:1
C -1.44 -0.81 0.38 -0.111
O -1.38 -2.12 -0.23 -0.749
C -0.07 -0.36 0.79 -0.119
C 0.11 1.16 0.85 -0.478
C 0.44 1.90 -0.52 -0.617
S 0.88 0.79 -1.83 0.191
N 0.46 -1.07 1.98 -0.671
H -1.46 -0.17 -0.53 0.212
H -2.38 -0.66 0.95 0.226
H -1.55 -2.17 -1.19 0.505
H 0.58 -0.75 0.00 0.274
H -0.87 1.52 1.22 0.246
H 0.81 1.57 1.61 0.248
H -0.54 2.36 -0.74 0.225
H 1.18 2.77 -0.41 0.250
H 2.13 0.78 0.05 0.033
H 1.42 -0.74 2.19 0.441
H 0.56 -2.08 2.02 0.457
H -0.06 -0.82 2.87 0.437
```

Energy relative to the most stable one, in hartree: A 0.0396; B 0.0000; C 0.1222

A.
Formula: C5H37NO15
Source: the Open Molecules 2025 dataset
Level of theory: ωB97M-V with the def2-TZVPD basis set

Properties
HOMO-LUMO gap ... 0.36283 Eh

```
58
Properties=species:S:1:pos:R:3:nbo_charge:R:1
O -3.40 1.10 -2.71 -0.608
C -2.98 0.14 -2.05 0.676
N -1.74 0.27 -1.28 -0.704
C -1.23 -0.71 -0.30 -0.256
C -1.29 -0.14 1.24 -0.437
C -1.10 1.37 1.46 -0.093
O 0.34 1.64 1.77 -0.833
C -3.64 -1.17 -2.09 -0.724
H -1.39 1.24 -1.09 0.428
H -1.62 -1.72 -0.18 0.238
H -0.19 -0.93 -0.65 0.216
H -0.64 -0.73 1.78 0.217
H -2.31 -0.41 1.55 0.213
H -1.59 1.60 2.47 0.189
H -1.48 2.16 0.74 0.211
H 3.40 2.57 2.99 0.479
H -4.63 -1.14 -2.63 0.259
H -3.07 -1.91 -2.67 0.231
H -3.78 -1.44 -0.98 0.233
H -0.69 4.74 0.74 0.508
H 0.81 4.59 0.39 0.511
O 0.09 4.14 0.88 -0.991
H 2.20 -1.20 0.10 0.503
H 3.65 -1.53 0.03 0.486
O 2.88 -1.64 0.58 -1.000
H 0.98 2.74 -1.54 0.510
H 0.91 2.11 -0.13 0.518
O 0.50 2.07 -0.99 -0.996
H -0.47 -1.87 -3.95 0.498
H -0.79 -0.66 -3.05 0.485
O -0.08 -1.27 -3.33 -0.974
H 0.60 -0.94 4.68 0.483
H 1.59 -2.14 4.42 0.472
O 0.83 -1.79 4.93 -0.955
H 2.63 1.44 2.39 0.505
H 0.44 2.64 1.78 0.533
O 3.15 2.23 2.17 -0.965
H 0.19 -4.06 -0.33 0.507
H -1.17 -4.70 -0.29 0.459
O -0.67 -4.14 -0.83 -0.999
H 1.28 0.31 -1.31 0.488
H 1.46 -0.84 -2.27 0.517
O 1.81 -0.43 -1.47 -0.995
H 2.93 3.33 0.96 0.499
H 3.59 3.27 -0.31 0.478
O 2.73 3.62 0.05 -1.008
H -1.92 3.36 -2.10 0.480
H -0.90 3.19 -1.09 0.474
O -1.46 3.89 -1.41 -0.972
H 2.00 -3.41 0.75 0.504
H 0.77 -3.40 1.66 0.483
O 1.23 -3.85 0.94 -0.951
H -1.51 -2.95 -2.83 0.459
H -1.16 -4.44 -2.62 0.501
O -1.17 -3.76 -3.29 -0.969
H 1.19 0.44 2.59 0.493
H 2.13 -0.73 2.58 0.480
O 1.74 -0.14 3.17 -0.991
```

B.
Formula: C5H37NO15
Source: the Open Molecules 2025 dataset
Level of theory: ωB97M-V with the def2-TZVPD basis set

Properties
HOMO-LUMO gap ... 0.36622 Eh

```
58
Properties=species:S:1:pos:R:3:nbo_charge:R:1
O 1.27 -0.19 -0.28 -0.772
C 1.18 -1.08 -1.41 0.364
C -0.15 -1.81 -1.31 -0.458
C -1.38 -1.00 -1.77 -0.414
C -1.79 -0.10 -0.58 -0.266
C -0.78 1.37 0.88 -0.024
N -1.13 1.15 -0.31 -0.444
H 1.92 -1.86 -1.27 0.129
H -0.11 -2.24 -0.30 0.214
H -0.17 -2.73 -2.00 0.246
H -2.24 -1.63 -2.04 0.222
H -1.17 -0.42 -2.65 0.218
H -2.85 0.07 -0.54 0.208
H -1.61 -0.81 0.26 0.181
H -0.58 0.66 1.68 0.144
H -0.52 2.37 1.19 0.164
H 2.05 3.16 -1.34 0.488
H 2.17 -0.01 0.00 0.490
O 1.33 2.85 -0.81 -1.006
H 1.30 -2.56 -4.56 0.486
H 1.46 -3.04 -3.01 0.482
O 1.00 -3.13 -3.86 -0.962
H -0.77 1.30 -3.68 0.494
H -1.01 0.58 -4.93 0.477
O -0.30 0.75 -4.32 -0.968
H 0.77 -2.36 4.08 0.486
H 0.18 -1.31 3.10 0.501
O 0.44 -2.22 3.21 -0.989
H 0.75 3.50 2.27 0.494
H 2.05 2.67 2.70 0.500
O 1.14 2.86 2.85 -0.978
H -4.47 1.50 2.60 0.472
H -3.17 1.35 2.18 0.460
O -3.64 2.06 2.64 -0.929
H -0.95 3.08 -2.72 0.503
H -2.48 2.63 -2.79 0.481
O -1.69 2.81 -3.30 -0.954
H 0.86 2.04 -1.01 0.514
H 0.82 -0.19 -3.19 0.511
O 1.50 -0.22 -2.49 -0.764
H 5.39 1.37 0.84 0.468
H 4.28 1.31 -0.13 0.465
O 4.61 1.89 0.56 -0.932
H 2.86 -2.13 2.48 0.499
H 1.72 -2.06 1.27 0.499
O 2.59 -1.88 1.61 -0.990
H 1.35 -3.94 1.06 0.464
H 2.68 -3.39 0.43 0.490
O 2.08 -4.17 0.51 -0.961
H -1.72 -2.55 2.51 0.483
H -2.58 -3.62 1.84 0.473
O -2.48 -2.68 1.97 -0.957
H -3.11 3.04 -0.89 0.448
H -3.21 3.18 0.53 0.475
O -3.76 3.30 -0.24 -0.924
H 0.49 1.13 3.60 0.497
H -0.62 0.87 4.60 0.479
O 0.22 0.50 4.28 -0.977
```

Energy relative to the most stable one, in hartree: A 0.0000; B 0.0792

A.
Formula: C4H10NO2S
Source: the Open Molecules 2025 dataset
Level of theory: ωB97M-V with the def2-TZVPD basis set

Properties
HOMO-LUMO gap ... 0.10951 Eh
Net charge ... -1

```
18
Properties=species:S:1:pos:R:3:nbo_charge:R:1
C 0.25 -0.07 1.16 -0.198
C -0.27 -1.10 1.83 -0.325
S -0.53 -3.82 -0.37 -0.654
C -0.67 1.07 0.75 0.157
N -1.23 0.78 -0.64 -0.455
C -0.21 0.49 -1.60 -0.502
O -1.54 1.42 1.62 -0.549
H 0.10 1.88 0.51 0.334
H 1.23 -0.04 0.67 0.289
H -1.28 -1.01 2.21 0.202
H 0.21 -2.07 1.87 0.228
H -1.81 1.58 -0.88 0.370
H -0.39 0.93 -2.58 0.190
H 0.77 0.88 -1.31 0.307
H 0.00 -0.59 -1.70 0.226
H -0.47 -2.48 -0.34 0.097
H 3.38 1.19 -0.55 0.425
O 2.45 0.96 -0.64 -1.142
```

B.
Formula: C4H10NO2S
Source: the Open Molecules 2025 dataset
Level of theory: ωB97M-V with the def2-TZVPD basis set

Properties
HOMO-LUMO gap ... 0.26125 Eh
Net charge ... -1

```
18
Properties=species:S:1:pos:R:3:nbo_charge:R:1
C 1.68 -0.15 -0.58 -0.138
C 3.00 -0.38 -0.49 -0.430
C 0.00 1.58 -0.35 -0.602
C 0.96 0.91 -1.37 -0.447
N -3.02 -2.21 0.66 -1.242
O -0.58 -1.81 1.04 -1.025
O -2.38 0.08 1.88 -0.994
S -1.93 -1.67 1.63 1.501
H 3.48 -1.19 0.02 0.185
H -3.21 -0.04 1.39 0.445
H 3.71 0.30 -0.87 0.158
H -0.54 0.78 0.08 0.244
H 0.45 2.15 0.48 0.193
H -0.76 2.20 -0.80 0.188
H 1.57 1.75 -1.61 0.189
H 0.33 0.61 -2.25 0.215
H -3.93 -2.11 1.16 0.325
H 1.15 -0.80 -0.01 0.234
```

Energy relative to the most stable one, in hartree: A 0.2048; B 0.0000

A.
Formula: CH10N2O2
Source: the Open Molecules 2025 dataset
Level of theory: ωB97M-V with the def2-TZVPD basis set

Properties
HOMO-LUMO gap ... 0.36487 Eh

```
15
Properties=species:S:1:pos:R:3:nbo_charge:R:1
N -0.97 1.34 -1.62 -0.841
C -1.24 0.78 -0.31 -0.053
N -0.33 -0.33 0.10 -0.878
H -1.05 0.58 -2.31 0.369
H -0.08 1.80 -1.72 0.358
H -2.23 0.34 -0.28 0.174
H -1.17 1.61 0.41 0.160
H 0.48 0.15 0.48 0.348
H -0.68 -0.93 0.83 0.369
H 1.64 -0.50 3.59 0.472
H 0.27 -1.10 3.89 0.472
O 0.73 -0.54 3.26 -0.943
H 1.86 -1.76 -2.19 0.462
H 1.27 -0.52 -1.64 0.478
O 1.49 -0.92 -2.50 -0.947
```

B.
Formula: CH10N2O2
Source: the Open Molecules 2025 dataset
Level of theory: ωB97M-V with the def2-TZVPD basis set

Properties
HOMO-LUMO gap ... 0.35742 Eh

```
15
Properties=species:S:1:pos:R:3:nbo_charge:R:1
N 0.47 -1.71 -1.33 -0.853
C 0.15 -1.10 -0.05 -0.064
N 0.04 0.40 0.01 -0.832
H -0.19 -1.52 -2.08 0.359
H 1.40 -1.51 -1.67 0.353
H -0.79 -1.57 0.20 0.179
H 0.89 -1.24 0.71 0.187
H -0.64 0.77 -0.65 0.335
H 0.89 0.69 -0.47 0.336
H -3.60 -0.89 -1.17 0.458
H -4.72 -0.81 -2.06 0.461
O -4.29 -1.47 -1.49 -0.919
H 3.55 2.49 2.82 0.467
H 4.51 3.66 2.68 0.466
O 3.59 3.45 2.89 -0.933
```

Energy relative to the most stable one, in hartree: A 0.0000; B 0.0145

A.
Formula: C6H10N2O3
Source: the Open Molecules 2025 dataset
Level of theory: ωB97M-V with the def2-TZVPD basis set

Properties
HOMO-LUMO gap (spin up / spin down) ... 0.29247 / 0.26429 Eh

```
21
Properties=species:S:1:pos:R:3:nbo_charge:R:1
C 1.25 -1.10 0.13 -0.100
C -0.32 1.49 -0.02 0.795
C 1.43 -1.92 -0.81 -0.480
C 1.82 0.12 0.70 0.190
C -1.08 -0.55 1.07 0.379
C -2.47 0.47 -0.76 -0.445
N 0.92 1.32 0.43 -0.642
N -1.37 0.56 0.28 -0.487
O -0.67 2.48 -0.60 -0.626
O 3.06 0.43 0.17 -0.717
O -1.77 -1.72 0.80 -0.664
H 0.60 -2.58 -1.02 0.191
H 2.35 -1.94 -1.52 0.198
H 1.81 0.06 1.76 0.163
H -0.58 -0.26 2.01 0.211
H -3.00 1.41 -0.79 0.241
H -2.09 0.46 -1.81 0.217
H -3.12 -0.38 -0.47 0.215
H 1.55 2.07 0.29 0.398
H 3.45 1.32 0.37 0.473
H -1.77 -1.73 -0.21 0.490
```

B.
Formula: C6H10N2O3
Source: the Open Molecules 2025 dataset
Level of theory: ωB97M-V with the def2-TZVPD basis set

Properties
HOMO-LUMO gap ... 0.34789 Eh

```
21
Properties=species:S:1:pos:R:3:nbo_charge:R:1
C -0.22 -1.79 0.94 0.847
C -1.28 -0.32 -0.88 0.009
C -0.13 0.30 -0.24 0.089
C 0.90 0.60 -1.41 -0.621
C -0.58 1.62 0.30 -0.618
C 1.52 -0.11 1.41 -0.401
N 0.39 -0.57 0.71 -0.452
N -1.90 -1.39 -0.69 0.332
O 0.16 -2.38 1.93 -0.621
O -2.86 -1.86 -1.32 -0.397
O -1.04 -2.50 0.18 -0.362
H -1.75 0.41 -1.46 0.219
H 0.22 0.70 -2.29 0.213
H 1.66 -0.05 -1.80 0.238
H 1.33 1.53 -1.17 0.208
H -0.90 1.72 1.34 0.240
H -1.38 2.05 -0.35 0.220
H 0.25 2.27 0.20 0.216
H 1.36 0.58 2.12 0.196
H 1.96 -0.92 1.88 0.249
H 2.28 0.12 0.60 0.195
```

Energy relative to the most stable one, in hartree: A 0.0000; B 0.0137